Here is a 9-piece molecular cluster, C48H82BF5N3O32P overall from the Open Molecules 2025 dataset. Energies are from ωB97M-V/def2-TZVPD.

Structure (XYZ):
```
172
Properties=species:S:1:pos:R:3:forces:R:3
C 4.004 4.453 -1.418 0.164 0.386 -0.722
C 2.745 4.451 -2.272 -0.171 -0.705 0.835
C 1.621 5.282 -1.700 0.305 0.765 -0.441
C 0.501 5.449 -2.704 -0.125 -1.180 -0.347
C -0.710 4.446 -2.670 1.252 1.737 0.826
C -1.057 4.322 -4.133 0.235 -0.326 -0.076
O -2.355 3.822 -4.337 -0.463 -0.176 0.083
O -2.568 3.984 -5.737 0.009 0.387 -0.508
O -0.249 3.253 -2.049 -0.466 -0.367 0.379
C -1.275 2.222 -2.065 0.669 -0.847 -1.109
B -0.888 1.118 -3.186 0.241 0.089 -0.051
N -1.317 1.240 -4.549 -0.732 -0.710 0.668
O -0.133 0.045 -2.828 0.017 -0.313 0.462
C -1.683 1.570 -0.713 0.089 2.005 1.158
C -2.028 2.755 0.255 0.055 -0.317 1.024
N -1.937 2.354 1.673 -0.304 0.529 -0.261
N -0.668 0.762 -0.055 -0.339 -0.597 -0.379
C 0.706 1.255 -0.016 -0.037 -0.260 -0.686
C 1.697 0.587 0.936 0.523 1.242 0.418
O 1.880 1.433 2.081 -0.274 -0.292 0.592
P -0.974 -0.543 0.901 -1.414 -1.063 0.625
O -2.284 -1.168 0.983 -1.056 0.065 -0.643
O 0.046 -1.628 0.349 1.118 -0.486 -0.074
O -0.531 -0.257 2.373 1.064 0.552 0.293
C -3.015 0.833 -0.940 -0.162 0.701 -0.764
F -3.745 0.791 0.178 -0.342 -0.201 0.593
F -2.819 -0.401 -1.423 0.211 -0.617 -0.413
C -3.984 1.474 -1.979 -0.086 -0.727 -0.218
F -4.580 2.579 -1.511 0.085 0.682 0.189
F -4.961 0.570 -2.186 -0.533 -0.388 0.022
C -1.788 5.170 -1.852 -0.365 -0.398 -1.161
F -1.192 5.804 -0.777 0.304 -0.088 0.728
C -2.548 6.227 -2.609 -0.826 0.709 1.281
C -3.538 6.913 -1.634 -0.174 -0.420 -0.668
H 4.731 5.119 -1.860 0.312 0.394 -0.019
H 3.847 4.800 -0.411 -0.178 -0.117 0.512
H 4.468 3.487 -1.443 0.266 -0.611 0.340
H 2.978 4.783 -3.268 0.082 0.231 -0.487
H 2.391 3.435 -2.364 -0.198 -0.457 -0.172
H 1.298 4.952 -0.728 -0.205 -0.370 0.337
H 2.039 6.273 -1.555 0.047 0.419 0.257
H 0.117 6.450 -2.715 -0.276 0.461 0.129
H 0.966 5.305 -3.670 0.179 0.075 -0.437
H -0.314 3.697 -4.612 0.101 -0.422 -0.137
H -0.955 5.298 -4.582 -0.351 0.452 -0.171
H -3.190 3.282 -5.960 -0.039 -0.163 0.203
H -2.130 2.741 -2.469 -0.467 -0.103 0.346
H -2.276 1.551 -4.600 0.142 0.459 -0.429
H -1.251 0.354 -5.033 0.206 0.020 -0.362
H -0.333 -0.727 -3.369 0.489 -0.158 -0.267
H -3.005 3.169 0.052 -0.276 0.019 -0.301
H -1.328 3.556 0.124 0.549 0.244 -0.338
H -2.875 2.258 2.037 -0.091 -0.449 0.136
H -1.565 3.140 2.189 0.257 -0.017 0.183
H 0.705 2.303 0.224 -0.129 0.648 0.372
H 1.121 1.233 -1.009 0.120 -0.332 -0.638
H 2.656 0.544 0.460 0.435 -0.250 -0.668
H 1.506 -0.393 1.334 -0.136 -0.116 -0.147
H 2.209 2.276 1.772 0.012 0.305 -0.021
H -0.349 -1.989 -0.450 -0.005 -0.156 -0.153
H -0.211 0.655 2.459 -0.071 0.083 0.324
H -3.557 1.660 -2.953 0.223 0.225 -0.142
H -2.511 4.461 -1.469 -0.139 -0.109 0.234
H -1.892 7.003 -2.958 0.467 0.102 -0.566
H -3.148 5.816 -3.397 0.210 -0.319 -0.572
H -3.315 7.954 -1.481 0.166 0.351 0.281
H -4.530 6.851 -2.049 -0.464 0.163 -0.187
H -3.597 6.386 -0.700 0.149 -0.034 0.619
C 1.252 -5.032 0.868 0.184 -0.110 0.493
C 2.035 -4.891 -0.404 -0.124 0.010 0.353
C 1.912 -6.025 -1.384 -0.147 -0.094 -0.276
O 3.150 -5.926 -2.110 -0.086 -0.029 0.035
C 4.065 -5.376 -1.270 -0.107 0.124 0.118
O 5.230 -5.318 -1.489 0.133 -0.020 -0.047
O 3.460 -4.893 -0.159 -0.040 -0.014 -0.257
H 1.551 -4.260 1.576 -0.118 0.152 -0.081
H 0.185 -4.933 0.672 -0.008 0.042 -0.030
H 1.430 -5.993 1.355 0.028 -0.092 -0.177
H 1.781 -3.940 -0.883 0.110 0.008 -0.075
H 1.060 -5.892 -2.047 0.134 -0.012 -0.194
H 1.865 -7.012 -0.918 -0.033 0.088 0.181
C 0.985 -0.198 5.007 -0.563 0.252 0.190
C 1.933 0.388 6.011 -0.193 -0.327 -0.250
C 1.912 -0.249 7.380 0.161 0.056 0.093
O 2.337 0.842 8.223 -0.076 -0.014 -0.059
C 1.979 1.991 7.597 -0.087 -0.057 -0.156
O 2.012 3.075 8.090 0.046 0.118 0.256
O 1.568 1.747 6.342 0.124 -0.022 0.052
H 0.925 0.449 4.138 0.242 -0.076 0.029
H 1.310 -1.181 4.684 0.084 -0.005 -0.018
H -0.023 -0.279 5.423 0.022 0.025 0.065
H 2.944 0.410 5.601 0.045 0.011 0.058
H 2.587 -1.095 7.472 0.140 0.117 0.133
H 0.910 -0.550 7.692 -0.046 0.018 -0.100
C 1.310 -6.254 -7.342 -0.198 0.265 -0.280
C 1.296 -5.476 -6.054 0.026 -0.345 -0.317
C 0.324 -5.976 -5.012 0.097 -0.039 0.193
O 0.052 -4.777 -4.263 0.001 0.038 -0.126
C 0.235 -3.727 -5.101 0.043 -0.162 -0.051
O -0.080 -2.606 -4.850 -0.076 0.226 0.105
O 0.813 -4.127 -6.252 -0.036 0.049 0.289
H 1.879 -5.716 -8.100 0.137 -0.055 0.046
H 1.758 -7.236 -7.202 0.015 -0.007 0.028
H 0.300 -6.385 -7.735 -0.036 -0.058 0.081
H 2.306 -5.407 -5.644 -0.036 0.058 0.099
H 0.743 -6.745 -4.370 0.008 0.130 0.158
H -0.615 -6.334 -5.439 0.040 0.017 -0.115
C 7.601 0.745 3.064 -0.166 0.196 0.247
C 6.528 -0.235 2.665 0.285 0.273 0.072
C 5.840 0.065 1.355 -0.051 -0.270 -0.184
O 4.553 -0.545 1.546 0.223 0.099 0.152
C 4.303 -0.550 2.880 0.135 0.080 -0.071
O 3.258 -0.821 3.369 0.012 -0.250 0.012
O 5.411 -0.193 3.575 -0.028 -0.114 -0.171
H 7.903 0.578 4.097 0.072 -0.098 -0.022
H 8.474 0.639 2.422 -0.005 -0.044 -0.024
H 7.236 1.770 2.998 -0.025 -0.004 -0.057
H 6.925 -1.253 2.677 -0.080 -0.041 -0.055
H 6.344 -0.366 0.493 -0.157 -0.133 -0.022
H 5.695 1.134 1.191 0.053 0.103 0.088
C -3.152 -7.561 -10.615 -0.011 -0.258 0.233
C -1.665 -7.400 -10.792 -0.395 -0.073 -0.013
C -1.098 -7.996 -12.061 0.137 0.130 -0.105
O 0.256 -8.280 -11.677 -0.187 0.020 0.022
C 0.263 -8.486 -10.337 -0.089 -0.047 -0.027
O 1.182 -8.916 -9.726 0.178 -0.031 0.162
O -0.932 -8.136 -9.792 0.117 0.146 -0.176
H -3.447 -7.289 -9.602 0.001 0.123 -0.019
H -3.693 -6.930 -11.319 0.029 0.033 -0.018
H -3.452 -8.598 -10.769 0.031 -0.012 -0.056
H -1.387 -6.346 -10.696 0.090 -0.010 -0.037
H -1.121 -7.314 -12.906 0.198 0.014 -0.004
H -1.581 -8.935 -12.340 -0.094 0.013 0.082
C -0.979 4.367 9.339 -0.126 0.239 0.153
C -2.022 3.329 9.014 0.226 0.371 0.001
C -2.702 3.486 7.673 -0.048 -0.266 0.101
O -3.978 2.863 7.920 0.094 0.108 0.054
C -4.243 2.981 9.242 0.082 0.074 -0.012
O -5.290 2.733 9.747 -0.120 -0.029 0.051
O -3.150 3.425 9.911 -0.025 -0.185 -0.154
H -0.689 4.298 10.387 0.078 -0.102 -0.014
H -0.090 4.232 8.723 0.001 -0.089 0.000
H -1.370 5.374 9.180 -0.067 -0.027 -0.053
H -1.598 2.326 9.122 -0.066 -0.042 -0.025
H -2.183 2.992 6.862 -0.142 -0.136 -0.064
H -2.875 4.530 7.404 0.065 0.042 0.071
C -1.867 8.290 4.661 -0.322 -0.158 -0.063
C -0.999 7.088 4.931 -0.177 0.349 -0.106
C -0.105 6.668 3.788 0.181 -0.025 0.034
O 0.061 5.264 4.041 -0.114 0.061 -0.064
C -1.036 4.840 4.714 0.029 0.171 0.011
O -1.303 3.703 4.922 -0.002 -0.142 -0.190
O -1.791 5.896 5.111 0.240 -0.081 0.016
H -2.614 8.404 5.445 0.077 0.051 0.085
H -1.263 9.196 4.617 0.045 -0.010 0.020
H -2.404 8.178 3.718 0.051 -0.018 -0.040
H -0.420 7.240 5.846 0.059 -0.086 -0.011
H 0.857 7.173 3.784 0.100 -0.174 0.051
H -0.580 6.789 2.811 -0.091 0.065 0.042
C -3.244 -6.520 2.579 0.198 0.184 -0.213
C -2.379 -7.753 2.660 -0.350 0.487 -0.078
C -1.603 -7.905 3.944 -0.006 -0.180 0.103
O -0.479 -8.686 3.517 -0.043 0.071 0.022
C -0.274 -8.422 2.206 -0.210 0.174 -0.043
O 0.683 -8.762 1.595 0.258 -0.033 -0.227
O -1.311 -7.708 1.688 0.119 -0.324 0.368
H -3.610 -6.378 1.563 -0.094 -0.079 0.008
H -4.097 -6.606 3.250 -0.006 -0.040 0.014
H -2.677 -5.627 2.843 0.022 -0.014 0.050
H -2.976 -8.646 2.452 0.081 -0.069 0.025
H -2.156 -8.423 4.723 0.119 -0.156 -0.008
H -1.236 -6.953 4.334 -0.065 0.070 -0.080
```
Positions in Å, forces in eV/Å.

Properties
Frontier orbital gap (eV): 9.175
Structure (SMILES): CCCC[C@@](COO)(O[C@@H](B(N)O)[C@](CN)(N(CCO)P(=O)(O)O)C(F)(F)C(F)F)[C@@H](F)CC.C[C@@H]1COC(=O)O1.C[C@@H]1COC(=O)O1.C[C@@H]1COC(=O)O1.C[C@@H]1COC(=O)O1.C[C@@H]1COC(=O)O1.C[C@@H]1COC(=O)O1.C[C@@H]1COC(=O)O1.C[C@@H]1COC(=O)O1
Calculated total energy (eV): -144652.830


Here is C48H82O18 in the gas phase from the Open Molecules 2025 dataset. Energies are from ωB97M-V/def2-TZVPD.

Structure (XYZ):
```
148
Properties=species:S:1:pos:R:3:forces:R:3
C 0.589 -1.829 -7.700 0.094 0.063 0.086
C 1.450 -2.632 -6.763 0.004 -0.182 0.018
C 2.272 -2.086 -5.875 0.035 0.159 -0.029
C 2.482 -0.622 -5.641 -0.130 -0.127 0.181
H 3.550 -0.398 -5.701 0.003 0.081 -0.079
C 1.993 -0.230 -4.242 0.406 0.388 -0.160
H 2.402 -0.955 -3.537 -0.096 -0.048 0.113
H 0.904 -0.289 -4.200 -0.091 -0.047 0.089
C 2.443 1.175 -3.811 -0.483 0.052 0.138
C 2.125 2.205 -4.900 0.271 -0.182 0.055
H 2.166 3.218 -4.508 0.007 0.145 0.019
H 2.849 2.115 -5.704 -0.096 0.028 -0.085
H 1.133 2.035 -5.304 -0.124 0.003 0.003
C 1.813 1.629 -2.464 0.227 -0.198 -0.155
H 2.416 2.489 -2.148 -0.031 0.024 -0.034
C 1.772 0.608 -1.305 0.358 0.259 0.074
H 1.467 -0.348 -1.733 -0.039 -0.097 0.031
C 3.024 0.352 -0.477 -0.406 -0.226 0.240
O 4.108 -0.181 -1.226 0.155 -0.199 -0.232
H 3.962 0.016 -2.169 0.109 0.041 0.068
C 2.701 -0.685 0.609 0.098 0.371 0.007
H 3.611 -0.821 1.188 0.045 -0.081 0.017
H 2.494 -1.628 0.103 0.018 -0.078 -0.058
C 1.539 -0.254 1.508 0.056 -0.171 -0.161
H 1.826 0.720 1.913 -0.033 0.009 0.072
C 0.263 -0.001 0.660 -0.076 0.239 0.175
C -0.839 0.501 1.598 -0.026 -0.265 -0.034
H -0.598 1.491 1.985 -0.009 0.099 0.044
C -1.060 -0.393 2.821 0.219 0.184 -0.235
H -1.346 -1.402 2.509 0.026 -0.023 0.033
C 0.240 -0.443 3.651 -0.333 -0.233 0.060
H 0.567 0.598 3.763 0.050 0.090 -0.047
C 0.094 -0.955 5.112 0.070 0.237 0.234
C -0.532 -2.348 5.227 0.232 0.208 0.001
H 0.121 -3.132 4.860 0.028 -0.176 -0.065
H -1.465 -2.384 4.670 -0.150 -0.070 -0.074
H -0.769 -2.554 6.270 -0.060 -0.050 0.075
C -0.766 0.006 5.952 0.017 -0.223 0.079
H -0.524 -0.142 7.003 -0.026 0.021 0.049
H -0.552 1.041 5.698 0.012 0.222 -0.050
H -1.823 -0.184 5.814 -0.072 0.041 0.053
C 1.494 -0.907 5.789 0.075 -0.148 -0.537
C 2.570 -1.626 4.988 -0.105 0.362 0.104
C 2.673 -1.053 3.583 -0.161 -0.256 0.066
H 3.448 -1.601 3.048 0.064 0.075 -0.060
H 2.989 -0.011 3.661 0.068 0.121 -0.075
C 1.350 -1.131 2.790 0.196 0.383 -0.006
C 1.098 -2.612 2.465 -0.003 0.082 0.070
H 0.048 -2.881 2.493 -0.111 -0.124 -0.056
H 1.489 -2.855 1.483 0.002 -0.088 -0.129
H 1.612 -3.256 3.172 -0.011 -0.105 0.078
H 2.355 -2.697 4.966 -0.002 -0.082 0.019
H 3.526 -1.503 5.502 -0.032 -0.064 0.030
O 1.457 -1.374 7.119 -0.028 -0.215 0.353
H 1.298 -2.325 7.100 0.042 0.017 0.038
H 1.778 0.148 5.882 -0.033 -0.007 -0.095
O -2.168 0.134 3.564 0.050 0.147 0.127
C -3.421 -0.359 3.186 -0.303 -0.798 0.188
O -3.850 0.086 1.930 -0.081 0.111 -0.153
C -4.583 1.314 1.897 -0.151 0.662 -0.303
C -4.136 2.243 3.022 0.233 -0.452 0.233
O -4.791 3.477 2.881 -0.244 0.321 -0.027
H -4.635 3.990 3.683 0.015 -0.021 -0.094
C -4.443 1.593 4.388 -0.137 -0.285 -0.501
O -3.573 2.068 5.377 0.340 0.221 0.407
H -2.683 1.749 5.168 -0.050 0.023 -0.010
C -4.411 0.054 4.287 0.459 0.104 0.105
H -4.063 -0.354 5.248 -0.022 0.082 -0.110
O -5.720 -0.408 4.022 -0.118 0.021 -0.211
C -5.967 -1.748 4.327 -0.271 -0.141 0.646
O -5.414 -2.658 3.417 0.079 -0.174 -0.078
C -5.889 -2.510 2.073 -0.261 -0.128 -0.568
C -5.146 -3.511 1.204 -0.179 0.380 0.312
H -5.263 -4.513 1.608 -0.022 -0.140 0.020
H -5.562 -3.473 0.202 0.019 -0.044 -0.137
H -4.088 -3.266 1.169 0.163 -0.002 -0.042
C -7.406 -2.730 2.020 0.030 0.225 0.662
O -7.856 -2.498 0.712 -0.080 0.135 -0.280
H -8.797 -2.286 0.765 0.066 -0.084 -0.017
C -8.100 -1.777 3.010 0.559 -0.308 0.134
O -9.485 -2.014 3.028 -0.397 -0.028 0.043
H -9.647 -2.735 3.653 0.039 -0.006 -0.097
H -7.955 -0.746 2.671 0.044 -0.086 -0.009
C -7.489 -1.947 4.409 0.253 0.605 -0.452
O -7.785 -3.223 4.924 -0.016 -0.375 0.164
H -7.145 -3.848 4.559 -0.069 0.014 -0.001
H -7.926 -1.218 5.098 0.079 -0.041 -0.085
H -7.634 -3.773 2.308 0.086 0.151 0.041
H -5.684 -1.490 1.726 -0.017 -0.086 0.037
H -5.506 -2.015 5.294 -0.104 0.111 -0.182
H -5.454 1.883 4.694 0.093 -0.055 -0.117
H -3.045 2.383 2.944 -0.185 -0.086 0.029
C -4.349 1.935 0.517 0.081 0.084 0.604
O -4.728 1.068 -0.515 -0.147 -0.414 -0.279
H -4.392 0.191 -0.296 0.010 0.024 -0.060
H -3.285 2.204 0.426 -0.057 0.065 0.082
H -4.951 2.839 0.425 0.093 -0.038 0.037
H -5.653 1.097 2.020 0.075 -0.006 -0.075
H -3.380 -1.457 3.095 0.076 0.271 0.038
H -1.776 0.568 1.048 0.016 0.095 -0.006
C -0.273 -1.263 -0.032 0.107 0.158 0.102
H 0.440 -1.701 -0.722 0.039 -0.137 -0.095
H -1.181 -1.030 -0.581 -0.085 -0.002 -0.064
H -0.532 -2.021 0.693 -0.043 -0.167 0.048
C 0.615 1.098 -0.402 -0.144 -0.162 -0.068
C -0.450 1.386 -1.471 0.080 -0.015 0.038
H -0.894 0.466 -1.842 -0.054 -0.074 0.010
H -1.253 2.024 -1.105 -0.127 -0.010 0.057
C 0.330 2.055 -2.612 -0.059 0.048 -0.012
H -0.079 1.738 -3.568 -0.031 0.066 -0.080
H 0.235 3.138 -2.564 -0.005 0.040 -0.084
C 0.935 2.457 0.249 0.020 -0.179 -0.022
H 1.621 2.386 1.086 0.067 0.084 0.077
H 0.019 2.928 0.598 -0.065 0.063 0.055
H 1.380 3.130 -0.474 0.075 0.148 -0.078
H 3.361 1.289 -0.009 -0.091 -0.017 -0.013
O 3.881 1.036 -3.618 -0.074 -0.209 -0.071
C 4.727 2.116 -3.804 0.450 0.350 0.332
O 5.036 2.199 -5.181 0.056 -0.410 0.006
C 5.903 3.256 -5.519 0.397 0.408 -0.213
C 7.257 3.061 -4.823 -0.495 -0.484 0.555
O 8.120 4.125 -5.141 0.199 0.274 0.004
H 8.853 4.087 -4.513 0.024 0.059 -0.100
C 7.025 2.980 -3.314 -0.476 -0.184 -0.320
O 8.262 2.742 -2.687 0.222 -0.087 0.081
H 8.067 2.488 -1.776 0.046 0.043 0.016
C 6.016 1.876 -2.985 -0.077 0.218 -0.542
O 5.806 1.927 -1.601 -0.122 0.024 0.238
H 5.300 1.133 -1.327 0.142 0.074 -0.011
H 6.427 0.902 -3.290 -0.025 0.068 -0.039
H 6.610 3.939 -2.961 -0.006 -0.095 -0.113
H 7.695 2.106 -5.156 -0.112 0.078 0.013
C 6.047 3.279 -7.047 -0.259 -0.369 0.348
O 6.632 4.463 -7.503 0.299 0.454 -0.032
H 7.424 4.624 -6.970 -0.051 0.013 -0.108
H 6.625 2.398 -7.360 -0.100 -0.008 0.025
H 5.054 3.220 -7.497 0.050 -0.080 0.065
H 5.477 4.219 -5.191 0.047 -0.041 -0.066
H 4.271 3.066 -3.465 -0.023 -0.157 -0.078
H 1.967 -0.039 -6.401 0.039 0.092 -0.073
H 2.858 -2.733 -5.235 0.063 -0.191 0.059
C 1.333 -4.120 -6.913 0.088 0.100 0.122
H 0.311 -4.440 -6.711 -0.087 -0.082 -0.034
H 1.576 -4.413 -7.934 -0.016 -0.091 -0.099
H 2.002 -4.640 -6.232 0.044 -0.082 0.038
H 0.032 -1.063 -7.165 -0.080 0.105 -0.034
H 1.201 -1.336 -8.455 -0.030 0.064 -0.110
H -0.121 -2.475 -8.210 -0.083 0.004 -0.062
```
Positions in Å, forces in eV/Å.

Properties
Frontier orbital gap (eV): 9.303
Calculated total energy (eV): -87962.317
Energy above the lowest of the compared OMol25 structures with the same formula, charge and spin (kJ/mol): 0.0


no.,HOMO level (eV)
1,-8.99
2,-8.95